(1)
{"formula": "C2H2FN3O", "method": "the ωB97M-V functional and the def2-TZVPD basis", "charge": 0, "de_lowest_kj_mol": 384.73, "homo_energy_ev": -9.9, "smiles": "[O-][N+]#CF.N#CN", "species": ["C", "C", "N", "N", "N", "O", "F", "H", "H"], "xyz": [[0.7715, 1.1945, 0.7576], [-1.4550, -1.7964, 0.3994], [0.5867, 1.0979, 1.8900], [-0.8250, -1.3970, -0.5096], [0.8939, 1.2702, -0.5248], [-0.4845, -1.0479, -1.6124], [-1.4932, -1.9583, 1.6720], [1.6122, 0.7354, -1.0316], [0.3933, 1.9017, -1.0407]], "atomic_forces_ev_per_a": [[-0.381, -0.201, 1.455], [0.502, 0.249, -0.420], [0.041, -0.044, 0.536], [-0.768, -0.140, 0.333], [2.571, -1.775, -1.315], [0.203, -0.164, -0.087], [0.019, -0.045, 0.121], [-0.763, 0.440, 0.651], [-1.426, 1.680, -1.275]], "nbo_charge": [0.409, 0.515, -0.404, 0.118, -0.837, -0.396, -0.235, 0.422, 0.409]}



(2)
{"formula": "C18H32N6O5", "method": "the ωB97M-V functional and the def2-TZVPD basis", "charge": 0, "de_lowest_kj_mol": 0.00, "homo_energy_ev": -8.8, "smiles": "NCCC(=O)N[C@@H](Cc1c[nH]cn1)C(=O)O.CNC(=O)[C@H](CC(C)C)NC(C)=O", "species": ["O", "O", "O", "O", "N", "O", "C", "C", "C", "C", "C", "C", "C", "N", "N", "N", "N", "N", "C", "C", "C", "C", "C", "C", "C", "C", "C", "C", "C", "H", "H", "H", "H", "H", "H", "H", "H", "H", "H", "H", "H", "H", "H", "H", "H", "H", "H", "H", "H", "H", "H", "H", "H", "H", "H", "H", "H", "H", "H", "H", "H"], "xyz": [[2.1696, -3.4444, 5.0581], [-2.0197, 3.8410, -4.7523], [-1.2470, -0.3796, -4.3050], [0.7927, -3.5749, 0.8346], [2.0692, -0.0995, -3.6733], [-2.2503, 0.2153, -2.3726], [2.7386, -2.5711, 4.4141], [-2.0959, 3.7756, -3.5374], [-1.3781, 0.4149, -3.3909], [0.8260, -3.5850, 2.0630], [2.8004, -1.0937, -3.2252], [2.0411, -0.0331, -1.4172], [1.5673, 0.5506, -2.5582], [2.8171, -1.0868, -1.8431], [0.9138, -4.7179, 2.7685], [-3.1186, 7.0962, -2.0869], [-1.3919, 2.8243, -2.8367], [2.1805, -1.9586, 3.3690], [4.1380, -2.1418, 4.7862], [0.9475, -6.0630, 2.1943], [-2.1120, -1.2166, 2.7880], [-1.4958, 0.0978, 0.7862], [-2.9158, 4.7856, -2.7500], [0.6964, 1.7720, -2.5436], [-2.4363, 6.1997, -3.0253], [-0.5809, 1.7394, -3.4136], [-1.1445, -1.1438, 1.6049], [0.3237, -1.0494, 2.0657], [0.8376, -2.2654, 2.8633], [-2.6525, -0.6438, -2.5753], [3.3180, -1.8132, -3.8535], [1.8356, 0.2802, -0.4008], [3.2632, -1.7903, -1.2574], [1.0463, -4.6195, 3.7700], [-2.7924, 8.0571, -2.1979], [-4.1306, 7.0440, -2.2061], [-1.6415, 2.7358, -1.8556], [2.7153, -1.2545, 2.8886], [4.1250, -1.1004, 5.1018], [4.7969, -2.2642, 3.9288], [4.4904, -2.7655, 5.6069], [0.5232, -6.0558, 1.1878], [1.9790, -6.4139, 2.1369], [0.3686, -6.7483, 2.8146], [-1.9713, -2.1492, 3.3321], [-1.9505, -0.3740, 3.4597], [-3.1386, -1.1932, 2.4232], [-1.4014, 0.9945, 1.3982], [-2.5195, 0.0173, 0.4204], [-0.8276, 0.1687, -0.0710], [-2.8274, 4.5737, -1.6810], [-3.9688, 4.6879, -3.0266], [1.3050, 2.6192, -2.8730], [0.4173, 1.9571, -1.5020], [-2.6557, 6.4827, -4.0613], [-1.3518, 6.2644, -2.8799], [-0.3125, 1.9347, -4.4593], [-1.2898, -2.0206, 0.9766], [0.4363, -0.1546, 2.6794], [0.9523, -0.9365, 1.1844], [0.1871, -2.4076, 3.7268]], "atomic_forces_ev_per_a": [[-0.293, -0.045, -0.115], [-0.040, 0.087, 0.086], [-0.361, 0.676, 1.374], [-0.071, 0.185, 0.241], [-0.213, 0.077, 0.143], [0.547, 0.295, -0.374], [0.440, -0.698, 1.051], [0.265, -0.429, -0.894], [0.705, -0.552, -1.834], [0.404, 0.197, -1.307], [-0.537, 0.807, 0.843], [-0.249, -0.081, -0.549], [0.323, -0.252, 0.123], [0.525, -0.678, -0.144], [-0.313, -0.384, 0.802], [0.258, 0.176, 0.222], [-0.754, 0.500, 0.089], [-0.467, 0.251, -0.840], [-0.128, -0.022, -0.026], [0.059, 0.434, -0.126], [0.297, -0.382, -0.263], [0.238, -0.441, -0.090], [0.440, -0.660, 0.245], [0.482, -0.707, -0.473], [-0.390, 0.413, -0.035], [-0.521, 0.544, 1.192], [-0.065, 0.549, 0.395], [-0.245, -0.885, -0.192], [-0.276, 0.364, 0.323], [-0.046, -0.014, 0.101], [-0.091, 0.134, 0.385], [0.313, -0.466, -0.115], [-0.307, 0.423, -0.302], [0.034, 0.012, -0.118], [-0.392, -0.366, -0.011], [0.410, 0.246, -0.066], [0.268, -0.103, -0.333], [-0.040, -0.012, -0.092], [0.155, 0.100, -0.032], [0.139, 0.127, -0.018], [-0.088, 0.085, -0.116], [0.083, 0.152, 0.187], [-0.030, -0.105, -0.051], [0.059, 0.115, 0.020], [-0.124, 0.001, 0.225], [-0.061, 0.039, 0.119], [-0.049, 0.030, 0.092], [-0.019, 0.133, 0.025], [0.023, 0.155, -0.044], [-0.037, 0.163, -0.120], [-0.080, 0.165, 0.018], [0.079, -0.092, -0.065], [-0.298, 0.128, -0.029], [0.000, -0.026, -0.092], [0.220, -0.320, -0.039], [-0.180, 0.051, 0.070], [-0.439, 0.008, 0.359], [0.190, -0.121, -0.043], [0.045, 0.032, 0.160], [0.089, -0.003, -0.134], [0.113, -0.008, 0.189]], "nbo_charge": [-0.659, -0.626, -0.570, -0.655, -0.451, -0.690, 0.685, 0.685, 0.777, 0.657, 0.172, -0.104, 0.073, -0.527, -0.609, -0.847, -0.620, -0.598, -0.706, -0.418, -0.608, -0.594, -0.494, -0.406, -0.203, -0.147, -0.224, -0.386, -0.134, 0.503, 0.206, 0.213, 0.422, 0.430, 0.363, 0.354, 0.395, 0.398, 0.229, 0.225, 0.247, 0.231, 0.196, 0.204, 0.203, 0.200, 0.213, 0.194, 0.213, 0.207, 0.207, 0.226, 0.233, 0.206, 0.186, 0.190, 0.276, 0.220, 0.204, 0.211, 0.223]}



(3)
{"formula": "C52H37F6N5SbTc", "method": "the ωB97M-V functional and the def2-TZVPD basis", "charge": 0, "homo_energy_ev": -7.3, "species": ["Tc", "C", "C", "C", "C", "C", "C", "C", "C", "C", "C", "C", "N", "C", "C", "C", "C", "C", "C", "C", "C", "C", "C", "C", "C", "C", "N", "C", "C", "C", "C", "C", "C", "C", "C", "C", "C", "C", "C", "N", "C", "C", "N", "C", "C", "C", "C", "C", "C", "H", "H", "H", "H", "H", "H", "H", "H", "H", "H", "H", "H", "H", "H", "H", "H", "H", "H", "H", "H", "H", "H", "H", "H", "H", "H", "H", "H", "C", "C", "C", "C", "C", "C", "C", "C", "N", "H", "H", "H", "H", "H", "H", "H", "H", "H", "F", "Sb", "F", "F", "F", "F", "F"], "xyz": [[-0.0500, 0.8797, 0.6251], [-0.0891, -4.9718, 5.6863], [-0.4218, -5.1516, 4.3504], [-0.3916, -4.0773, 3.4742], [-0.0238, -2.8122, 3.9254], [0.3136, -2.6393, 5.2643], [0.2781, -3.7135, 6.1418], [-0.0156, -1.6729, 2.9638], [1.2135, -1.1518, 2.5695], [2.4890, -1.5537, 3.0966], [3.4328, -0.7886, 2.4992], [2.7595, 0.0565, 1.5503], [1.4135, -0.1656, 1.6424], [3.3911, 0.8764, 0.6150], [2.7514, 1.5100, -0.4492], [3.4267, 2.1011, -1.5751], [2.4798, 2.4300, -2.4841], [1.2030, 2.0868, -1.9174], [-0.0295, 2.2995, -2.5291], [-0.0398, 2.8461, -3.9175], [-0.3663, 1.9998, -4.9734], [-0.3939, 2.4874, -6.2722], [-0.0986, 3.8202, -6.5236], [0.2250, 4.6674, -5.4729], [0.2546, 4.1815, -4.1735], [-1.2675, 2.0154, -1.9567], [-1.4742, 1.4226, -0.7470], [-2.8233, 1.3775, -0.5257], [-3.4596, 0.7453, 0.5400], [-4.9457, 0.8439, 0.5987], [-5.7366, -0.2460, 0.2484], [-7.1196, -0.1477, 0.2913], [-7.7233, 1.0398, 0.6822], [-6.9385, 2.1312, 1.0274], [-5.5553, 2.0343, 0.9843], [-2.8222, -0.0593, 1.4823], [-3.4819, -0.8897, 2.4516], [-2.5252, -1.6273, 3.0649], [-1.2586, -1.2248, 2.5164], [-1.4749, -0.2656, 1.5723], [-3.4935, 1.9856, -1.6436], [-2.5396, 2.3588, -2.5293], [1.4046, 1.5387, -0.6798], [4.8792, 0.9847, 0.6741], [5.6749, -0.1117, 0.3502], [7.0580, -0.0137, 0.3858], [7.6612, 1.1848, 0.7423], [6.8751, 2.2832, 1.0589], [5.4917, 2.1835, 1.0241], [-0.1149, -5.8103, 6.3702], [-0.7013, -6.1318, 3.9863], [-0.6401, -4.2139, 2.4276], [0.5915, -1.6537, 5.6201], [0.5344, -3.5651, 7.1832], [2.6405, -2.3350, 3.8227], [4.4972, -0.8182, 2.6617], [4.4951, 2.1998, -1.6721], [2.6244, 2.8504, -3.4654], [-0.5994, 0.9617, -4.7652], [-0.6465, 1.8228, -7.0882], [-0.1223, 4.1989, -7.5374], [0.4519, 5.7084, -5.6649], [0.5039, 4.8393, -3.3487], [-5.2599, -1.1656, -0.0714], [-7.7265, -0.9988, 0.0106], [-8.8025, 1.1146, 0.7160], [-7.4037, 3.0601, 1.3322], [-4.9387, 2.8830, 1.2582], [-4.5454, -0.9257, 2.6200], [-2.6607, -2.3711, 3.8328], [-4.5624, 2.0748, -1.7474], [-2.6771, 2.8164, -3.4951], [5.2032, -1.0416, 0.0550], [7.6636, -0.8726, 0.1266], [8.7404, 1.2625, 0.7699], [7.3402, 3.2210, 1.3350], [4.8781, 3.0416, 1.2720], [-0.7226, 1.6593, 4.3540], [-1.0883, 2.9684, 3.7187], [-1.7266, 3.9673, 4.4388], [-2.0943, 5.1606, 3.8346], [-1.8211, 5.3843, 2.4934], [-1.1819, 4.4225, 1.7249], [-0.9023, 4.6498, 0.2678], [-0.8349, 3.2186, 2.3602], [-0.2615, 2.2201, 1.6041], [-0.5553, 1.7911, 5.4227], [0.1755, 1.2264, 3.9126], [-1.5299, 0.9335, 4.2254], [-1.9342, 3.8033, 5.4893], [-2.5912, 5.9255, 4.4174], [-2.0997, 6.3243, 2.0323], [-0.7519, 5.7115, 0.0726], [-1.7424, 4.3128, -0.3451], [-0.0179, 4.1087, -0.0681], [0.0866, -0.8972, -0.6303], [-0.8331, -2.1997, -1.8142], [-1.1988, -0.7713, -2.9909], [0.8381, -2.4293, -2.6356], [-1.6792, -3.4560, -2.9150], [-0.4030, -3.4754, -0.5010], [-2.4262, -1.7949, -0.8907]], "atomic_forces_ev_per_a": [[0.159, 1.210, 0.918], [-0.005, -0.002, -0.013], [0.019, -0.011, 0.029], [0.014, -0.007, -0.059], [0.019, -0.028, 0.041], [-0.036, 0.045, -0.002], [0.008, -0.007, 0.012], [-0.023, -0.082, -0.030], [0.059, 0.028, 0.053], [-0.036, -0.040, 0.008], [0.033, 0.013, -0.005], [-0.047, -0.058, 0.024], [-0.040, 0.023, -0.178], [0.084, 0.028, 0.027], [-0.005, -0.036, -0.124], [0.011, -0.033, 0.056], [-0.061, 0.007, -0.029], [0.017, 0.103, 0.052], [0.036, -0.018, -0.086], [0.005, 0.007, 0.027], [-0.025, -0.006, -0.022], [0.004, -0.002, 0.005], [-0.004, 0.006, -0.008], [0.002, -0.004, -0.012], [0.022, -0.012, 0.008], [-0.068, 0.060, 0.070], [-0.010, -0.095, 0.004], [0.014, -0.049, -0.126], [-0.050, 0.033, -0.015], [-0.009, 0.031, 0.002], [-0.009, -0.038, -0.027], [-0.014, 0.011, -0.006], [0.010, -0.003, 0.003], [-0.023, 0.000, 0.001], [0.007, -0.014, 0.024], [0.029, -0.063, 0.026], [-0.038, 0.016, -0.033], [0.055, -0.043, 0.005], [-0.077, 0.107, 0.077], [0.071, -0.047, -0.114], [-0.030, -0.017, 0.075], [0.054, -0.001, -0.052], [-0.055, -0.187, 0.049], [-0.003, -0.067, -0.039], [0.030, -0.012, -0.040], [-0.007, 0.023, 0.010], [-0.002, -0.009, -0.008], [0.030, 0.003, 0.013], [-0.030, 0.029, 0.017], [0.000, 0.005, -0.002], [-0.004, 0.004, 0.005], [-0.007, 0.013, 0.009], [0.009, -0.004, -0.006], [0.001, -0.008, -0.005], [-0.017, 0.025, 0.019], [-0.013, 0.015, -0.014], [0.000, -0.001, 0.009], [-0.004, 0.013, 0.008], [0.012, 0.013, 0.002], [0.004, 0.005, -0.001], [0.002, 0.000, 0.005], [-0.001, -0.003, 0.002], [-0.003, -0.002, -0.003], [0.015, 0.017, 0.007], [0.000, 0.000, 0.004], [0.005, 0.002, -0.005], [0.001, -0.005, 0.001], [0.002, -0.008, -0.011], [0.009, 0.023, -0.010], [0.020, 0.004, -0.004], [0.006, 0.002, 0.008], [0.003, 0.014, 0.015], [-0.008, 0.014, 0.012], [0.002, 0.006, 0.003], [-0.004, 0.003, -0.002], [-0.008, -0.005, 0.002], [-0.005, -0.010, -0.003], [0.029, -0.030, 0.020], [-0.015, 0.065, -0.091], [0.005, -0.012, 0.039], [0.014, -0.019, -0.007], [0.009, 0.043, -0.002], [0.009, -0.070, 0.077], [0.029, 0.025, -0.040], [0.064, 0.205, 0.102], [-0.141, -1.070, -0.705], [-0.023, -0.001, -0.001], [-0.007, 0.023, 0.002], [0.002, 0.007, -0.003], [-0.007, 0.011, -0.009], [0.003, 0.000, -0.007], [-0.003, -0.009, 0.005], [-0.026, -0.001, 0.009], [-0.004, -0.024, 0.008], [0.000, -0.005, 0.011], [-0.070, -0.050, -0.155], [0.056, 0.015, 0.036], [0.014, 0.033, -0.006], [0.000, -0.023, 0.011], [-0.003, 0.003, 0.001], [-0.011, -0.026, 0.041], [-0.022, -0.017, 0.007]], "lowdin_charge": [1.648, -0.088, -0.069, -0.018, -0.214, -0.040, -0.079, -0.066, -0.219, 0.024, 0.019, -0.209, -0.030, -0.061, -0.210, 0.025, 0.026, -0.214, -0.070, -0.215, -0.016, -0.068, -0.089, -0.080, -0.038, -0.252, -0.026, -0.219, -0.069, -0.214, -0.027, -0.071, -0.088, -0.079, -0.030, -0.229, 0.025, 0.023, -0.234, -0.025, 0.032, 0.024, -0.029, -0.217, -0.037, -0.073, -0.088, -0.078, -0.033, 0.101, 0.106, 0.124, 0.119, 0.102, 0.117, 0.115, 0.118, 0.118, 0.116, 0.106, 0.101, 0.102, 0.119, 0.126, 0.105, 0.101, 0.102, 0.119, 0.117, 0.120, 0.121, 0.121, 0.128, 0.105, 0.101, 0.103, 0.121, -0.022, -0.196, -0.041, -0.063, -0.043, -0.197, -0.023, -0.224, -0.071, 0.086, 0.069, 0.084, 0.115, 0.107, 0.115, 0.086, 0.084, 0.067, -0.419, 1.395, -0.330, -0.346, -0.346, -0.350, -0.324]}



Energy across the listed records, respectively: -416.61055 -1409.90694 -3198.07072 a.u..
HOMO-LUMO gap across the listed records, respectively: 9.5 9.1 5.6 eV.
Strongest force on any atom across the listed records, respectively: 3.389 2.041 1.527 eV/A.